[1]
Below is C29H36Cl2N4O2P2Pt as an isolated structure, with properties calculated with ωB97M-V/def2-TZVPD.

Last column: Löwdin spin population.
Atoms and positions in Å:
1 Pt -1.528 -0.070 0.160  0.76
2 Cl -2.711 -3.063 4.188  0.00
3 Cl -5.336 -2.559 2.837  0.00
4 P -0.541 1.843 -0.328  0.20
5 P 0.085 -0.877 1.454  0.16
6 O -3.198 0.342 2.904  0.00
7 O -2.668 -1.453 1.599  0.10
8 N -0.910 3.383 0.345  0.05
9 N 0.037 -1.118 3.169  0.01
10 N 0.215 -2.536 1.001  0.06
11 N -0.922 2.189 -2.023  0.01
12 C -3.897 -1.837 3.616  0.01
13 C -0.127 -0.524 5.355  0.00
14 C -0.791 -3.234 0.316  0.03
15 C 0.677 -2.106 3.934  0.00
16 C -0.310 -4.487 -0.019  0.00
17 C 0.951 -0.228 -2.737  0.00
18 C 3.430 0.374 -2.363  0.00
19 C -0.874 2.981 -4.145  0.00
20 C 1.327 -3.371 1.087  0.01
21 C -2.186 3.859 0.691  0.00
22 C 1.946 0.636 -2.462  0.01
23 C 3.017 -1.716 -0.913  0.00
24 C -1.786 1.883 -4.097  0.00
25 C 2.448 -2.470 -1.867  0.00
26 C -3.188 -0.865 2.618  0.01
27 C -1.820 1.417 -2.793  0.02
28 C 1.433 0.275 1.139  0.04
29 C 3.887 -0.524 -1.186  0.00
30 C 2.399 -2.194 -3.335  0.00
31 C 1.136 -1.380 -3.660  0.00
32 C 1.144 1.558 0.298  0.02
33 C 1.023 -4.586 0.482  0.01
34 C -0.347 3.144 -2.867  0.00
35 C -2.115 5.225 0.903  0.00
36 C -3.420 0.765 -0.121  0.33
37 C -0.424 -0.133 4.058  0.00
38 C 0.608 -1.753 5.274  0.00
39 C -0.755 5.625 0.674  0.00
40 C -0.039 4.489 0.309  0.02
41 H -1.757 -2.772 0.171  0.02
42 H 4.935 -0.832 -1.378  0.00
43 H -0.095 0.047 -2.579  0.00
44 H 2.025 -3.431 -1.600  0.00
45 H 1.705 -5.425 0.381  0.00
46 H 1.783 1.546 -0.598  0.00
47 H -4.061 -0.116 -0.301  0.04
48 H -4.224 -1.257 4.485  0.00
49 H -0.871 -5.221 -0.585  0.00
50 H -0.912 0.745 3.664  0.00
51 H -2.933 5.881 1.181  0.00
52 H 3.958 0.094 -0.267  0.00
53 H 3.058 -2.092 0.107  0.00
54 H 2.341 -3.149 -3.877  0.00
55 H -2.349 0.570 -2.372  0.01
56 H 1.068 -2.288 6.095  0.00
57 H -0.395 -0.002 6.271  0.00
58 H 2.207 -0.320 0.640  0.00
59 H -3.592 1.523 -0.904  0.03
60 H 1.092 -2.988 3.456  0.00
61 H 1.443 2.458 0.850  0.00
62 H 1.203 -0.995 -4.702  0.00
63 H 3.287 -1.661 -3.702  0.00
64 H -3.588 1.177 0.891  0.01
65 H 3.831 -0.026 -3.297  0.00
66 H -0.343 6.626 0.753  0.00
67 H 1.718 1.719 -2.518  0.00
68 H -0.634 3.581 -5.005  0.00
69 H 0.999 4.347 0.060  0.00
70 H -2.350 1.466 -4.926  0.00
71 H 0.368 3.859 -2.474  0.00
72 H -3.016 3.162 0.753  0.00
73 H 1.810 0.576 2.122  0.00
74 H 0.252 -2.030 -3.629  0.00
75 H 3.935 1.343 -2.235  0.00
76 H 2.227 -3.018 1.577  0.00

The multiplicity is 3. The LUMO energy (alpha / beta) comes out at -0.32 / -2.67 eV. As for the total energy: -3218.34754 a.u. As for the expectation value of S²: 2.01. As for the energy above the lowest of the compared OMol25 structures with the same formula, charge and spin: 0.0 kJ/mol.

---

[2]
Below is C29H36GeNPdS5SeSi as an isolated structure, with properties calculated with ωB97M-V/def2-TZVPD.

Last column: Löwdin spin population.
Atoms and positions in Å:
1 Pd -0.025 0.939 0.039  0.95
2 Se -2.413 0.698 0.420  0.83
3 Ge 1.008 -0.246 1.901  0.21
4 S 0.206 3.284 0.959  0.31
5 S 4.308 3.385 -0.487  0.04
6 S 2.969 2.822 1.992  -0.01
7 S 5.922 2.605 1.874  0.02
8 S 1.832 4.263 -1.910  0.03
9 Si -3.932 -0.993 0.899  0.08
10 N -0.171 1.499 -2.155  0.02
11 C 5.540 -1.154 0.630  0.00
12 C -0.328 -4.873 2.223  0.00
13 C 2.886 -0.628 1.369  0.06
14 C 2.629 3.319 -3.238  0.01
15 C 3.799 -1.135 2.295  0.01
16 C 1.009 0.312 3.789  0.03
17 C -0.894 2.304 -2.541  0.02
18 C -5.301 -0.684 -0.334  0.02
19 C -2.186 4.274 -1.862  0.00
20 C 3.330 -0.389 0.068  0.02
21 C 0.304 -2.124 1.953  0.04
22 C -4.375 -0.575 2.664  0.03
23 C 0.242 -2.964 0.787  0.00
24 C -1.882 3.296 -3.011  0.00
25 C 4.645 -0.649 -0.303  0.00
26 C -0.316 -4.058 3.314  0.00
27 C -1.320 4.045 -4.223  0.00
28 C 0.007 -2.686 3.172  0.01
29 C -3.165 2.528 -3.380  0.00
30 C 4.484 2.914 1.173  0.00
31 C 0.112 -4.683 -1.459  0.00
32 C 1.903 3.219 0.647  0.02
33 C -3.324 -2.736 0.747  0.00
34 C -0.058 -4.348 0.934  0.00
35 C 0.459 -2.488 -0.531  0.02
36 C -0.120 -5.183 -0.211  0.00
37 C 5.114 -1.401 1.929  0.00
38 C 0.401 -3.311 -1.619  0.00
39 C 2.569 3.531 -0.508  0.13
40 H 4.975 -0.452 -1.317  0.00
41 H 0.668 -1.442 -0.684  0.02
42 H 2.177 3.668 -4.166  0.00
43 H 2.642 0.012 -0.669  0.01
44 H -0.407 4.578 -3.954  0.00
45 H -0.014 0.434 4.150  0.00
46 H -3.540 -0.848 3.314  0.00
47 H 2.420 2.259 -3.107  0.00
48 H -2.763 -2.894 -0.179  0.00
49 H -2.991 4.939 -2.181  0.00
50 H -6.181 -1.291 -0.097  0.00
51 H 1.517 -0.443 4.394  0.01
52 H -5.268 -1.112 2.999  0.00
53 H 0.575 -2.911 -2.612  0.00
54 H -3.495 1.914 -2.542  0.01
55 H 5.809 -1.799 2.660  0.00
56 H 6.571 -1.340 0.354  0.00
57 H -2.505 3.735 -0.971  0.00
58 H -4.965 -0.950 -1.340  0.00
59 H 3.700 3.508 -3.262  0.00
60 H 0.075 -5.331 -2.327  0.00
61 H -4.183 -3.418 0.748  0.00
62 H -1.107 3.364 -5.048  0.00
63 H -2.056 4.778 -4.556  0.00
64 H -3.008 1.884 -4.248  0.00
65 H -0.363 -6.231 -0.073  0.00
66 H -5.597 0.369 -0.343  0.00
67 H -4.551 0.499 2.775  0.00
68 H 1.530 1.256 3.915  0.00
69 H -0.551 -5.931 2.318  0.00
70 H 0.026 -2.068 4.064  0.00
71 H -1.312 4.869 -1.606  0.00
72 H -2.675 -2.997 1.585  0.00
73 H -3.954 3.246 -3.610  0.00
74 H 3.478 -1.329 3.315  0.00
75 H -0.543 -4.456 4.297  0.00

The multiplicity is 4. The LUMO energy (alpha / beta) comes out at 0.24 / -2.51 eV. As for the total energy: -8068.08037 a.u. As for the expectation value of S²: 3.78. As for the energy above the lowest of the compared OMol25 structures with the same formula, charge and spin: 109.0 kJ/mol.

---

[3]
Below is C29H36N2O2PSb2Tl as an isolated structure, with properties calculated with ωB97M-V/def2-TZVPD.

Last column: Löwdin charge in e.
Atoms and positions in Å:
1 Tl 2.040 1.283 0.906  1.07
2 Sb -2.053 2.403 -0.492  1.47
3 Sb 0.325 -2.498 0.509  1.50
4 P -1.074 0.702 3.516  0.42
5 O -0.180 0.948 2.355  -0.48
6 O -0.571 0.549 4.929  -0.34
7 N -1.839 2.869 4.880  0.15
8 N -1.331 -1.891 4.105  0.14
9 C 0.291 -5.538 0.773  -0.16
10 C 4.429 -1.094 1.153  -0.10
11 C -1.750 0.263 -0.585  -0.41
12 C -3.316 1.919 -4.692  -0.07
13 C 2.720 -1.182 -1.038  -0.17
14 C 0.469 3.955 0.329  -0.21
15 C 2.594 4.101 -0.792  -0.10
16 C -2.321 2.064 3.699  -0.16
17 C 2.107 3.276 -1.801  -0.09
18 C 0.803 2.795 -1.744  -0.15
19 C 1.482 -4.800 -1.181  -0.12
20 C 0.741 -4.502 -0.040  -0.41
21 C 2.290 -1.710 0.181  -0.47
22 C 1.310 -7.147 -0.690  -0.06
23 C 1.764 -6.118 -1.505  -0.07
24 C 4.828 -0.540 -0.059  -0.09
25 C 1.768 4.455 0.268  -0.12
26 C 3.168 -1.666 1.269  -0.20
27 C 3.977 -0.595 -1.156  -0.09
28 C -2.992 1.664 -3.365  -0.14
29 C -2.015 -0.871 3.238  -0.19
30 C 0.572 -6.859 0.448  -0.08
31 C -0.028 3.106 -0.663  -0.45
32 C -2.442 3.982 -3.059  -0.14
33 C -2.548 2.692 -2.539  -0.42
34 C -3.200 3.203 -5.202  -0.07
35 C -0.536 -1.825 -1.340  -0.36
36 C -2.762 4.236 -4.384  -0.07
37 C -0.627 -0.302 -1.447  -0.38
38 H 2.341 -6.344 -2.392  0.11
39 H 5.101 -1.082 2.001  0.12
40 H 1.851 -4.009 -1.824  0.09
41 H -0.595 -2.372 3.579  0.11
42 H -1.538 -2.256 -1.388  0.07
43 H -3.306 1.675 3.949  0.11
44 H -3.099 0.653 -2.990  0.09
45 H 0.034 -2.283 -2.150  0.06
46 H -0.291 -5.326 1.663  0.08
47 H 2.127 5.131 1.034  0.12
48 H 0.332 0.159 -1.195  0.04
49 H -2.674 5.240 -4.777  0.11
50 H 2.076 -1.216 -1.909  0.10
51 H -1.283 2.207 5.465  0.13
52 H 4.297 -0.193 -2.109  0.12
53 H -2.100 4.801 -2.434  0.10
54 H -1.227 3.631 4.592  0.17
55 H 1.533 -8.175 -0.944  0.11
56 H -1.970 -2.596 4.471  0.17
57 H -2.603 3.270 5.425  0.17
58 H -0.811 -0.026 -2.490  0.11
59 H -3.661 1.113 -5.326  0.11
60 H -0.172 4.254 1.151  0.09
61 H 2.871 -2.095 2.221  0.10
62 H -2.391 2.701 2.819  0.06
63 H 2.737 3.028 -2.646  0.12
64 H 3.602 4.489 -0.848  0.12
65 H 0.217 -7.660 1.082  0.11
66 H -0.888 -1.362 4.883  0.13
67 H 0.422 2.198 -2.564  0.11
68 H -1.661 -0.075 0.450  -0.02
69 H -1.956 -1.200 2.204  0.04
70 H -2.705 -0.125 -0.953  0.05
71 H -3.455 3.402 -6.234  0.11
72 H -3.054 -0.800 3.553  0.11
73 H 5.805 -0.084 -0.152  0.12

The LUMO energy comes out at -5.22 eV. As for the total energy: -2380.52199 a.u. Its total charge is +2.